Entry 1:
Formula: C34H30N3O5STcTe
Source: the Open Molecules 2025 dataset
Level of theory: the ωB97M-V functional and the def2-TZVPD basis

Positions of all 75 atoms, in Å:
Tc  0.0211  -0.7700  0.1337
O  1.4059  -0.1374  -0.9112
C  2.4094  0.7712  -0.8518
C  3.1352  1.0131  -2.0082
C  4.1530  1.9490  -1.9719
C  4.4660  2.6350  -0.7973
C  3.7486  2.3789  0.3478
C  2.7007  1.4450  0.3348
C  1.9615  1.1921  1.5354
N  0.9452  0.4082  1.6258
C  0.3208  0.2125  2.9363
C  0.1179  -1.2767  3.0960
N  -0.4691  -1.7860  1.8400
C  -1.1376  -2.9097  1.9104
C  -1.8224  -3.5686  0.8669
C  -2.5763  -4.7337  1.1527
C  -3.3235  -5.3236  0.1733
C  -3.3544  -4.7647  -1.1186
C  -2.6336  -3.6366  -1.4319
C  -1.8477  -3.0533  -0.4370
O  -1.1620  -1.9565  -0.7268
H  2.8866  0.4747  -2.9123
H  4.7154  2.1482  -2.8748
H  5.2662  3.3611  -0.7893
H  3.9756  2.8993  1.2707
H  2.2812  1.7156  2.4352
H  -0.6408  0.7321  2.9608
H  0.9418  0.6177  3.7343
H  -0.5395  -1.4949  3.9370
H  1.0766  -1.7721  3.2631
H  -1.2095  -3.3642  2.8971
H  -2.5634  -5.1351  2.1585
H  -3.9066  -6.2071  0.3901
H  -3.9661  -5.2239  -1.8840
H  -2.6669  -3.1822  -2.4135
Te  -0.2061  3.9512  -0.2816
C  -1.9384  4.0296  -1.4761
C  -3.1867  3.7087  -0.9543
C  -4.2723  3.5859  -1.8101
C  -4.1162  3.7669  -3.1802
C  -2.8733  4.1149  -3.6876
C  -1.7796  4.2512  -2.8380
C  -0.9965  4.8337  1.4547
C  -0.8385  6.2001  1.6670
C  -1.3809  6.7939  2.7983
C  -2.0788  6.0305  3.7238
C  -2.2346  4.6668  3.5212
C  -1.6913  4.0724  2.3909
H  -3.3185  3.5490  0.1104
H  -5.2431  3.3176  -1.4113
H  -4.9546  3.5992  -3.8437
H  -2.7479  4.2687  -4.7518
H  -0.8110  4.5170  -3.2457
H  -0.3011  6.8036  0.9470
H  -1.2599  7.8577  2.9541
H  -2.5055  6.4990  4.6007
H  -2.7835  4.0704  4.2388
H  -1.8228  3.0072  2.2308
N  -1.4899  0.6082  0.2198
C  -2.4067  0.5052  -0.8868
C  -1.9621  0.8384  -2.1569
C  -2.8143  0.6474  -3.2282
C  -4.0884  0.1241  -3.0237
C  -4.5093  -0.2260  -1.7392
C  -3.6664  -0.0376  -0.6633
S  -5.2363  -0.0334  -4.4006
O  -5.8749  -1.3073  -4.1240
O  -6.0898  1.1254  -4.2467
O  -4.3636  -0.0067  -5.5587
H  -1.9795  0.5603  1.1090
H  -0.9566  1.5069  0.1847
H  -0.9647  1.2465  -2.2959
H  -2.5192  0.8892  -4.2408
H  -5.4992  -0.6488  -1.6185
H  -3.9764  -0.3062  0.3440

Summary:
frontier orbital gap (alpha / beta) = 4.51 / 4.41 eV
total charge = +1
energy relative to the best compared isomer or geometry (same formula, charge and spin) = 0.0 kJ/mol
⟨S²⟩ = 0.76
multiplicity = 2
LUMO level (alpha / beta) = -5.18 / -5.28 eV
E_HOMO (alpha / beta) = -9.7 / -9.7 eV
electronic energy = -2600.825572 a.u.

Löwdin atomic charge list, values in e, 2 entries: Tc 1.657; O -0.222

***

Entry 2:
Formula: C34H30N3O5STcTe
Source: the Open Molecules 2025 dataset
Level of theory: the ωB97M-V functional and the def2-TZVPD basis

Positions of all 75 atoms, in Å:
Tc  -0.2377  0.1924  -0.1565
O  1.2578  -0.6147  -1.1232
C  2.5636  -0.5476  -0.9386
C  3.3918  -1.3617  -1.7153
C  4.7537  -1.3781  -1.5144
C  5.3540  -0.5535  -0.5475
C  4.5675  0.2714  0.2053
C  3.1603  0.2929  0.0453
C  2.4104  1.1257  0.9081
N  1.1067  1.1978  0.9779
C  0.4788  2.1716  1.8863
C  -0.8870  1.6371  2.3104
N  -1.5518  1.0576  1.1321
C  -2.8418  1.1186  1.0117
C  -3.6118  0.5661  -0.0543
C  -4.9872  0.8885  -0.0970
C  -5.7926  0.4414  -1.1073
C  -5.2397  -0.3711  -2.1080
C  -3.9119  -0.7302  -2.0804
C  -3.0634  -0.2762  -1.0616
O  -1.7970  -0.6548  -1.0760
H  2.9204  -2.0019  -2.4491
H  5.3675  -2.0464  -2.1001
H  6.4220  -0.5891  -0.3917
H  5.0124  0.9059  0.9635
H  2.9887  1.7507  1.5884
H  0.3511  3.1168  1.3492
H  1.1011  2.3584  2.7619
H  -1.4898  2.4295  2.7554
H  -0.7547  0.8560  3.0644
H  -3.3991  1.6435  1.7876
H  -5.3994  1.5086  0.6906
H  -6.8392  0.7073  -1.1380
H  -5.8656  -0.7239  -2.9170
H  -3.4839  -1.3653  -2.8449
Te  -0.8338  2.2131  -1.8727
C  0.3029  3.9183  -1.3571
C  1.6714  3.8258  -1.1249
C  2.3992  4.9785  -0.8746
C  1.7624  6.2133  -0.8532
C  0.3942  6.2975  -1.0665
C  -0.3425  5.1484  -1.3200
C  0.1817  1.8170  -3.6777
C  -0.5006  2.0928  -4.8564
C  0.1504  1.9232  -6.0696
C  1.4644  1.4783  -6.0964
C  2.1293  1.1846  -4.9132
C  1.4897  1.3512  -3.6952
H  2.1693  2.8638  -1.1532
H  3.4655  4.9143  -0.7014
H  2.3356  7.1134  -0.6773
H  -0.1011  7.2588  -1.0431
H  -1.4091  5.2132  -1.4969
H  -1.5263  2.4393  -4.8308
H  -0.3688  2.1407  -6.9930
H  1.9720  1.3591  -7.0440
H  3.1478  0.8204  -4.9381
H  2.0066  1.1095  -2.7772
N  -0.2285  -1.6459  1.1864
C  0.9643  -2.4147  0.9247
C  2.1283  -2.0641  1.5980
C  3.3272  -2.6504  1.2407
C  3.3307  -3.6088  0.2358
C  2.1693  -3.9713  -0.4335
C  0.9687  -3.3787  -0.0706
S  4.9314  -4.3138  -0.2606
O  4.6217  -5.4398  -1.1031
O  5.4346  -3.1326  -0.9862
O  5.6339  -4.5978  0.9638
H  -1.0757  -2.1279  0.8940
H  -0.3063  -1.4051  2.1698
H  2.0936  -1.2999  2.3706
H  4.2560  -2.3800  1.7244
H  2.2218  -4.7133  -1.2181
H  0.0497  -3.6253  -0.5945

Summary:
frontier orbital gap (alpha / beta) = 6.93 / 5.00 eV
total charge = +1
energy relative to the best compared isomer or geometry (same formula, charge and spin) = 119.7 kJ/mol
⟨S²⟩ = 3.80
multiplicity = 4
LUMO level (alpha / beta) = -3.78 / -5.62 eV
E_HOMO (alpha / beta) = -10.7 / -10.6 eV
electronic energy = -2600.835676 a.u.

Löwdin atomic charge list, values in e, 2 entries: Tc 1.455; O -0.236

***

Entry 3:
Formula: C34H30N7O2PS2Ta
Source: the Open Molecules 2025 dataset
Level of theory: the ωB97M-V functional and the def2-TZVPD basis

Positions of all 77 atoms, in Å:
Ta  1.9287  0.5376  0.4342
N  3.5019  4.7565  0.5894
C  3.0772  3.5126  0.8813
S  3.7899  2.1848  0.0239
N  2.1937  3.3691  1.8218
N  1.8261  2.0446  2.0423
C  1.2985  1.9079  3.2263
C  0.7439  0.7367  3.8305
C  0.2100  0.7824  5.1265
C  -0.3143  -0.3585  5.6892
C  -0.3140  -1.5567  4.9715
C  0.2042  -1.6317  3.6928
C  0.7335  -0.4759  3.1317
O  1.2791  -0.4730  1.9188
H  4.2448  4.8990  -0.0686
H  3.1999  5.5196  1.1705
H  1.2835  2.8189  3.8184
H  0.2146  1.7173  5.6738
H  -0.7248  -0.3309  6.6892
H  -0.7288  -2.4468  5.4276
H  0.2053  -2.5563  3.1302
N  5.5332  -1.8713  -1.0859
C  4.4333  -1.1143  -0.8690
S  4.0062  -0.8420  0.7970
N  3.7624  -0.7211  -1.9079
N  2.6493  0.0712  -1.6413
C  2.1473  0.5673  -2.7208
C  1.0614  1.5061  -2.8459
C  0.5868  1.8070  -4.1273
C  -0.4531  2.6960  -4.3012
C  -1.0188  3.3168  -3.1932
C  -0.5535  3.0569  -1.9153
C  0.4771  2.1447  -1.7444
O  0.9137  1.8583  -0.5119
H  6.1739  -2.0407  -0.3323
H  5.8722  -1.9463  -2.0307
H  2.6271  0.2531  -3.6442
H  1.0403  1.3238  -4.9848
H  -0.8229  2.9137  -5.2936
H  -1.8314  4.0189  -3.3302
H  -0.9796  3.5444  -1.0483
N  1.6360  -2.3414  -0.2467
C  0.4323  -3.1099  -0.4109
C  0.4557  -4.5009  -0.4756
C  -0.7162  -5.2073  -0.6783
C  -1.9227  -4.5320  -0.8354
C  -1.9484  -3.1518  -0.7699
C  -0.7738  -2.4315  -0.5350
P  -0.7421  -0.6236  -0.4354
C  -1.8420  -0.1900  -1.8294
C  -3.0246  0.5247  -1.6661
C  -3.8408  0.7846  -2.7603
C  -3.4861  0.3296  -4.0198
C  -2.3047  -0.3817  -4.1904
C  -1.4851  -0.6345  -3.1036
C  -1.7420  -0.1824  1.0230
C  -2.5022  -1.0961  1.7468
C  -3.2273  -0.6829  2.8557
C  -3.2041  0.6460  3.2514
C  -2.4515  1.5654  2.5336
C  -1.7212  1.1535  1.4298
H  2.2596  -2.4913  -1.0351
H  2.1474  -2.6283  0.5808
H  1.4012  -5.0218  -0.3792
H  -0.6894  -6.2880  -0.7289
H  -2.8359  -5.0838  -1.0145
H  -2.8821  -2.6200  -0.9119
H  -3.3223  0.8706  -0.6852
H  -4.7627  1.3349  -2.6212
H  -4.1294  0.5239  -4.8684
H  -2.0231  -0.7422  -5.1717
H  -0.5686  -1.1985  -3.2450
H  -2.5211  -2.1391  1.4590
H  -3.8111  -1.4042  3.4132
H  -3.7703  0.9646  4.1171
H  -2.4281  2.6052  2.8358
H  -1.1310  1.8801  0.8817

Summary:
frontier orbital gap = 7.10 eV
total charge = +1
LUMO level = -3.36 eV
E_HOMO = -10.5 eV
electronic energy = -3042.145493 a.u.

natural (NBO) atomic charge list, values in e, 2 entries: Ta 1.877; N -0.778